[1]
The following is a quantum chemistry calculation of a structure of composition C42H45Cl2MgN5O3SSi3 at a distorted geometry, from OMol25.

Structure (ORCA input):
```
! wB97M-V def2-TZVPD RIJCOSX def2/J DEFGRID3
* xyz -2 1
Mg -1.65516 0.26551 1.14967
Cl -2.02834 5.20250 5.79064
C -1.61729 3.67888 5.04848
C -2.49101 3.13828 4.11667
C -2.17433 1.95000 3.47820
N -2.95700 1.31105 2.52076
C -4.26603 1.24355 2.69319
O -4.98934 1.79621 3.53234
C -4.92293 0.27571 1.72830
C -6.23259 -0.14051 1.94914
C -6.79397 -1.04428 1.06809
C -6.04561 -1.48027 -0.01574
C -4.75381 -0.99820 -0.15822
N -4.20219 -0.15724 0.70179
C -0.95727 1.29431 3.78798
C -0.12139 1.82385 4.75819
C -0.44849 3.02187 5.37553
Cl 0.64369 3.67611 6.56530
N -0.71971 0.15617 3.04217
C -0.39384 -0.99151 3.59713
O -0.03914 -1.25819 4.75117
C -0.59215 -2.14122 2.62008
C -0.20597 -3.42937 2.96826
C -0.48546 -4.46476 2.09802
C -1.13791 -4.18431 0.90722
C -1.48066 -2.86968 0.63839
N -1.22292 -1.87708 1.47650
H -3.42072 3.63676 3.89397
H -6.76052 0.25539 2.80478
H -7.80460 -1.40294 1.21795
H -6.45221 -2.17481 -0.73731
H -4.12593 -1.27728 -0.99390
H 0.78573 1.30711 5.03155
H 0.29974 -3.57067 3.91163
H -0.19152 -5.48031 2.33619
H -1.36245 -4.96157 0.19058
H -1.95860 -2.57985 -0.28782
C 1.54456 -1.88583 -1.99711
Si 2.51016 -0.40018 -1.30911
C 1.79742 1.12449 -2.18628
C 4.22532 -0.63355 -2.13496
C 2.58402 -0.26757 0.51640
Si 3.45392 -1.60907 1.37819
C 3.12725 -3.32868 0.62471
C 3.13820 -1.84839 3.23935
C 5.36590 -1.45960 1.29893
Si 2.45593 1.35873 1.28867
C 2.91071 1.40702 3.12747
C 3.65021 2.66856 0.51868
C 0.83633 2.44623 1.24886
C 0.98150 3.77353 1.67113
C -0.03677 4.69086 1.51545
C -1.20281 4.28089 0.89294
C -1.30079 2.95017 0.53683
N -0.33624 2.05341 0.73707
H 1.37856 -1.76601 -3.06816
H 0.57541 -1.96236 -1.51796
H 2.08150 -2.81959 -1.84439
H 1.60574 0.89226 -3.23490
H 2.48144 1.96830 -2.14895
H 0.85453 1.41784 -1.74078
H 4.12870 -0.71441 -3.21751
H 4.70251 -1.54465 -1.77829
H 4.89312 0.19767 -1.91210
H 2.05892 -3.52758 0.57246
H 3.59585 -4.11032 1.22430
H 3.52362 -3.40188 -0.38512
H 2.12009 -1.60687 3.53328
H 3.80318 -1.23380 3.84054
H 3.31856 -2.88964 3.51094
H 5.69349 -1.26685 0.28126
H 5.87140 -2.35781 1.65633
H 5.70039 -0.62185 1.91027
H 3.94247 1.08596 3.25683
H 2.28107 0.74507 3.71101
H 2.81646 2.41169 3.53820
H 4.44234 2.15170 -0.01883
H 4.11686 3.29434 1.28100
H 3.14718 3.32810 -0.18308
H 1.91534 4.07849 2.12088
H 0.07535 5.70940 1.86738
H -2.02618 4.95858 0.71806
H -2.20241 2.56879 0.07503
C 0.83439 -0.92670 -9.42332
C -0.25630 -1.37068 -8.48508
O -0.30750 -2.46721 -7.97628
S -1.51043 -0.08806 -8.19850
C -1.67120 -0.12477 -6.42286
C -1.93038 -1.28207 -5.70141
C -2.00434 -1.22378 -4.32307
C -1.85267 -0.01583 -3.63031
C -1.63484 1.14386 -4.38432
C -1.53032 1.08929 -5.75893
C -1.88657 0.03491 -2.21146
C -1.81555 0.06098 -0.99425
H 1.38479 -1.78848 -9.79262
H 1.50648 -0.27323 -8.86362
H 0.42093 -0.34060 -10.24561
H -2.05783 -2.22513 -6.21388
H -2.17461 -2.12886 -3.75612
H -1.51136 2.08401 -3.86542
H -1.32101 1.98754 -6.32475
*
```

Results
Total energy, Eh: -4514.39266
E_LUMO, eV: 3.28
Orbital gap, hartree: 0.1804
HOMO energy, eV: -1.63

Mulliken atomic charge list, values in e, 4 entries: 2.11, -0.29, 0.33, -0.68

---

[2]
The following is a quantum chemistry calculation of a structure of composition C14H23F3MnNO3PS at a distorted geometry, from OMol25.

Structure (ORCA input):
```
! wB97M-V def2-TZVPD RIJCOSX def2/J DEFGRID3
* xyz 0 6
C -1.88014 -2.50728 -2.49488
C -1.40617 -3.00013 -1.27875
C -0.80875 -2.12453 -0.35334
C -0.74896 -0.76397 -0.62345
C -1.21457 -0.27317 -1.83823
C -1.82437 -1.13631 -2.77076
C -0.25592 -2.65977 0.93353
C 0.92976 -1.83653 1.48453
N 2.17918 -2.28670 0.98279
Mn -0.28116 0.54692 0.99475
C -1.04203 1.19572 -2.14060
P 0.37155 1.77661 -1.12718
H -1.47473 -4.06102 -1.03219
H -2.21758 -0.71489 -3.69746
H -2.29702 -3.18539 -3.23898
H -1.92808 1.77324 -1.82821
H -0.82983 1.39625 -3.19925
H -1.03966 -2.63109 1.71119
H 0.05389 -3.71123 0.82093
H 0.85061 -0.72499 1.22857
C 0.25974 3.57204 -1.23751
C 1.77480 1.24893 -2.14498
H 0.98242 -1.94537 2.57952
C 2.41356 -2.24981 -0.43532
C 3.34145 -2.01987 1.80234
H 0.86457 2.02197 2.12578
H 3.35060 -2.79136 -0.63090
H 1.59985 -2.74535 -0.97654
H 2.53739 -1.22625 -0.84484
H 4.18486 -2.60539 1.41378
H 3.63943 -0.95503 1.80866
H 3.12982 -2.33305 2.83280
H 1.76906 1.80372 -3.09081
H 2.69737 1.46249 -1.59165
H 1.72866 0.17473 -2.35549
H 0.15041 3.88660 -2.28447
H -0.59794 3.90847 -0.64111
H 1.17797 3.99611 -0.81245
H 1.51793 1.59358 2.11283
F -3.86466 3.01533 3.90177
C -2.73094 3.08284 3.16875
F -2.59125 4.33939 2.68305
F -1.67482 2.80934 3.97448
S -2.76621 1.87810 1.73779
O -2.66314 0.53824 2.32408
O -3.92015 2.21797 0.94772
O -1.44682 2.24985 1.09971
*
```

Results
Total energy, Eh: -3017.81189
E_LUMO (alpha / beta), eV: 0.39 / 0.17
Orbital gap (alpha / beta), hartree: 0.2784 / 0.3131
Energy relative to the best compared isomer or geometry (same formula, charge and spin), kJ/mol: 0.0
HOMO energy (alpha / beta), eV: -7.18 / -8.35

Mulliken atomic charge list, values in e, 4 entries: -0.71, -0.77, 0.73, 0.35

---

[3]
The following is a quantum chemistry calculation of a cluster of 2 separate species, C5H8NO4S in total at a distorted geometry, from OMol25.

Structure (ORCA input):
```
! wB97M-V def2-TZVPD RIJCOSX def2/J DEFGRID3
* xyz -1 1
C -0.48502 -0.54570 0.06485
C -0.41075 2.73739 1.35741
C 1.63447 0.88764 -0.01781
C 1.88157 -1.75465 0.10369
C 0.99268 -0.46232 -0.42880
N -1.36857 2.33267 0.82882
O -1.29134 -0.24731 -0.88836
O -0.76747 -1.01140 1.12295
O -3.83203 -1.18397 -1.25857
O -3.45488 1.15821 -0.28830
S -3.14597 -0.32779 -0.23834
H 0.85963 1.66183 -0.00156
H 2.46411 1.17221 -0.67133
H 2.23077 0.63507 0.84608
H 2.81564 -1.60122 0.62271
H 2.13738 -2.36577 -0.77030
H 1.15228 -2.37347 0.66566
H 0.85688 -0.56223 -1.52028
H -2.26937 1.85079 0.47149
*
```

Results
Total energy, Eh: -949.25580
E_LUMO, eV: 3.71
Orbital gap, hartree: 0.3310
Energy relative to the best compared isomer or geometry (same formula, charge and spin), kJ/mol: 53.0
HOMO energy, eV: -5.29

Mulliken atomic charge list, values in e, 4 entries: 0.32, -0.25, -1.32, -1.23

---

total energy of number 3 (C5H8NO4S)? -949.25580 Eh

---

Number 1 is which compound? C42H45Cl2MgN5O3SSi3